A structure of composition C6H11N, computed with ωB97M-V/def2-TZVPD.

The net charge is 0. Its multiplicity is 1. As for the LUMO energy: 0.88 eV. For the total energy, the calculation gives -289.84466 Eh.

Element x y z (Å)
1 H 3.49578 0.03631 1.35248
2 H -0.32094 -1.44322 -0.99750
3 H 0.65802 0.05278 -1.42543
4 H -3.42478 0.30833 0.00569
5 N -0.44986 0.85058 1.90036
6 H -2.82069 -1.12613 -0.84556
7 C 2.83061 0.02968 0.47891
8 C 1.45400 -0.45041 0.89884
9 H 1.41065 -1.50673 1.16031
10 H -1.06886 0.65610 0.81218
11 H -3.08081 0.37910 -1.71866
12 C -0.19448 -0.36499 -0.90402
13 C -2.72811 -0.03731 -0.76610
14 C 0.57599 0.30526 1.60432
15 H 3.28055 -0.65209 -0.25096
16 C -1.28808 0.43151 -0.56555
17 H -1.16549 1.49224 -0.79519
18 H 2.83650 1.03901 0.05588